# C4H14N

A 2-piece molecular cluster, C4H14N overall in a non-equilibrium geometry (ωB97M-V/def2-TZVPD, the Open Molecules 2025 dataset).

The HOMO energy comes out at -13.833 eV. The value obtained for the HOMO-LUMO gap is 10.058 eV. As for the spin multiplicity: 1. As for the charge: +1. As for the LUMO energy: -3.77 eV.

The geometry in XYZ format:
```
19
C4H14N, DFT ωB97M-V/def2-TZVPD
C -0.72 1.83 -3.52
C -1.29 2.37 -2.21
H -1.09 2.41 -4.36
H -0.72 0.76 -3.63
H 0.33 2.16 -3.50
H -1.07 3.44 -2.08
H -2.37 2.46 -2.27
H -0.85 1.90 -1.33
C 1.92 -1.46 2.02
N 0.58 -1.30 1.37
C -0.52 -1.44 2.36
H 2.72 -1.32 1.31
H 2.01 -0.73 2.82
H 1.91 -2.44 2.49
H 0.48 -2.01 0.64
H 0.48 -0.38 0.92
H -0.59 -0.55 2.96
H -0.34 -2.34 2.95
H -1.50 -1.56 1.90
```